Molecular formula: C51H105BClFN3O2S2
Method: DFT, ωB97M-V/def2-TZVPD

The geometry in XYZ format:
```
166
Properties=species:S:1:pos:R:3:mulliken_charge:R:1
C -5.20703 -0.25767 -6.81837 -1.31
C -4.35938 -0.68551 -5.57588 -0.20
C -3.19307 -1.72154 -5.90576 0.73
Cl -2.69167 -1.73910 -7.63422 -0.14
C -2.03490 -1.54780 -4.90280 -1.03
N -2.13689 -2.02120 -3.63952 0.62
C -3.27698 -2.75121 -3.05347 -0.75
C -3.47028 -4.22514 -3.60531 -1.67
C -2.19470 -4.85604 -4.27305 1.56
C -2.73119 -5.97936 -5.26695 -1.72
C -1.33025 -5.56228 -3.14522 -1.01
C 0.17545 -5.11646 -3.20164 0.29
C 1.16627 -6.32367 -3.09850 -0.80
C 2.52359 -6.16259 -3.26588 0.34
C 3.32158 -6.91012 -4.37624 -0.70
C 3.30691 -5.21734 -2.29681 -1.06
C -1.01825 -1.74641 -2.83758 -0.87
C -0.76234 -2.07429 -1.35911 -1.10
C -1.68015 -1.23370 -0.38211 -0.53
C -1.31393 0.28598 -0.33272 -0.70
S 0.10412 0.69828 0.75620 -0.24
C -0.14592 -0.15063 2.35120 0.03
S -1.67256 -0.33271 2.96983 -0.14
N 1.04667 -0.58109 2.98245 0.24
C 0.82909 -1.67693 3.94699 -0.64
C 0.42559 -3.00072 3.19469 -0.89
C 1.80312 0.54670 3.57608 -0.30
C 3.35684 0.29773 3.51545 -1.33
C -0.18405 -1.05154 -3.75946 0.73
B 1.24961 -0.55448 -3.25396 1.14
O 1.25671 0.28358 -2.14930 -0.44
O 2.46578 -0.93343 -3.80728 -0.67
N -0.81994 -0.93421 -4.99213 0.87
C -0.28497 -0.23960 -6.17098 -1.47
C -0.93471 1.16312 -6.45677 0.89
C 0.21655 2.23785 -6.50800 -1.45
F -1.50130 1.12058 -7.74704 -0.36
H -6.22557 0.01448 -6.43565 0.40
H -4.81872 0.63040 -7.36028 0.30
H -5.38504 -1.11853 -7.50777 0.36
H -3.98177 0.18017 -4.97386 0.28
H -5.06223 -1.22326 -4.88726 0.31
H -3.62736 -2.73005 -5.69873 -0.11
H -4.18761 -2.13191 -3.25006 0.25
H -3.21097 -2.82547 -1.94481 0.44
H -4.26712 -4.16581 -4.39369 0.34
H -3.90986 -4.85437 -2.79457 0.50
H -1.60492 -4.15546 -4.90453 -0.17
H -3.46596 -5.47956 -5.94691 0.42
H -3.15946 -6.84094 -4.71538 0.37
H -1.87368 -6.27106 -5.92690 0.37
H -1.80225 -5.34899 -2.16059 0.35
H -1.37923 -6.66175 -3.35434 0.59
H 0.37786 -4.38311 -2.37122 -0.20
H 0.42977 -4.57650 -4.14474 0.28
H 0.72069 -7.32497 -2.91118 0.46
H 3.47758 -6.22467 -5.24570 0.27
H 4.29747 -7.27071 -3.97596 0.37
H 2.70627 -7.77842 -4.70772 -0.12
H 3.24814 -4.13734 -2.60201 0.08
H 4.38131 -5.49853 -2.25847 0.40
H 2.84391 -5.32864 -1.28759 0.31
H 0.30286 -1.94726 -1.06281 0.57
H -1.02647 -3.14716 -1.18869 0.12
H -2.76284 -1.28597 -0.66657 0.48
H -1.62980 -1.69909 0.63331 0.32
H -2.20568 0.81999 0.08786 0.62
H -1.11871 0.74152 -1.32743 0.14
H 1.82078 -1.88131 4.42308 0.44
H 0.13444 -1.41189 4.78332 0.39
H 0.88723 -2.93295 2.17707 0.17
H 0.82161 -3.88839 3.73913 0.40
H -0.68094 -3.03883 3.07877 0.21
H 1.54656 0.70069 4.65252 0.22
H 1.57841 1.49047 3.02484 0.36
H 3.67000 0.07777 2.46249 0.26
H 3.90712 1.21554 3.83687 0.39
H 3.67381 -0.55213 4.16195 0.32
H 2.12960 0.22505 -1.71242 0.26
H 2.36856 -1.28941 -4.70506 0.28
H -0.30109 -0.87086 -7.09139 0.44
H 0.80253 -0.04576 -5.98458 0.55
H -1.65005 1.50652 -5.67675 0.19
H 1.05592 1.86536 -7.14946 0.37
H -0.14978 3.23792 -6.81519 0.38
H 0.64031 2.26209 -5.46793 0.33
C -0.18998 -12.77278 -2.91600 -1.16
C 0.24582 -12.93910 -4.36715 -0.43
C 1.42442 -12.04319 -4.75066 -0.98
C 1.15694 -10.53943 -4.65303 -0.31
C -0.01798 -10.02991 -5.48763 0.16
C 0.17359 -10.23254 -6.98633 -1.34
H -0.54327 -11.75946 -2.71339 0.26
H -1.00796 -13.45861 -2.68676 0.38
H 0.63473 -12.99269 -2.23401 0.29
H -0.60441 -12.75550 -5.03027 0.24
H 0.54013 -13.98030 -4.52562 0.38
H 1.73832 -12.29175 -5.76890 0.38
H 2.27735 -12.28391 -4.10749 0.41
H 2.06506 -10.00732 -4.95733 0.14
H 0.98787 -10.26695 -3.60601 0.30
H -0.13927 -8.95799 -5.29454 -0.02
H -0.94970 -10.50610 -5.16768 0.30
H 1.07641 -9.72621 -7.33583 0.31
H -0.67680 -9.82165 -7.53530 0.40
H 0.24992 -11.29021 -7.24393 0.31
C 2.02377 7.78774 5.39913 -1.07
C 2.48596 6.36690 5.10350 -0.45
C 1.65778 5.67588 4.01812 -0.11
C 0.17683 5.48013 4.35157 -1.03
C -0.10274 4.68938 5.62880 0.15
C 0.41661 3.25799 5.57549 -1.36
H 1.00219 7.80893 5.78385 0.34
H 2.66980 8.24368 6.15213 0.36
H 2.06635 8.40545 4.49884 0.09
H 2.47625 5.77707 6.02456 0.27
H 3.52809 6.40141 4.77104 0.45
H 2.11234 4.70469 3.79535 0.06
H 1.72817 6.25904 3.09321 0.17
H -0.30307 4.97245 3.50711 0.37
H -0.31154 6.45649 4.42881 0.39
H -1.18433 4.66055 5.78668 -0.06
H 0.31965 5.20262 6.49777 0.37
H -0.02906 2.71349 4.73909 0.23
H 0.16121 2.72889 6.49673 0.47
H 1.50360 3.22682 5.46890 0.32
C -5.63900 4.58137 10.97246 -1.19
C -5.27306 5.90111 10.30335 -0.35
C -5.64014 5.94862 8.81945 -0.74
C -4.92651 4.91953 7.93921 -0.86
C -3.39965 4.98077 7.97480 -0.17
C -2.83671 6.30126 7.46180 -1.10
H -5.09755 3.74136 10.53284 0.28
H -5.38865 4.61475 12.03472 0.37
H -6.71011 4.38426 10.88512 0.30
H -4.20595 6.09905 10.43870 0.25
H -5.80316 6.70990 10.81441 0.38
H -5.43863 6.95487 8.43954 0.30
H -6.72033 5.80047 8.71617 0.40
H -5.26349 5.05656 6.90568 0.38
H -5.24458 3.91221 8.22534 0.35
H -3.00739 4.17022 7.35177 0.27
H -3.03238 4.79291 8.98804 0.26
H -3.15484 6.48721 6.43293 0.27
H -1.74526 6.27639 7.47850 0.24
H -3.15586 7.14262 8.07968 0.42
C 2.90761 8.66017 1.23481 -1.09
C 4.34563 8.26631 1.54653 -0.38
C 4.99205 9.14157 2.62238 -0.33
C 5.12439 10.62425 2.26611 -0.79
C 5.91095 10.91844 0.98890 -0.41
C 7.36454 10.46412 1.05758 -1.19
H 2.84384 9.67328 0.83349 0.40
H 2.48555 7.98222 0.48931 0.35
H 2.28630 8.60464 2.13199 0.09
H 4.94065 8.28746 0.62907 0.32
H 4.35504 7.22886 1.89583 0.32
H 5.98006 8.73449 2.85817 0.34
H 4.40632 9.06019 3.54476 0.09
H 5.60425 11.13903 3.10531 0.39
H 4.12785 11.06752 2.17517 0.32
H 5.89257 11.99821 0.81371 0.38
H 5.42216 10.45975 0.12398 0.23
H 7.88442 10.94569 1.88866 0.29
H 7.88693 10.72811 0.13554 0.38
H 7.44403 9.38227 1.18149 0.28
```

Values from the calculation:
- M: 921.82 g mol⁻¹
- HOMO: -9.66 eV
- Total charge: +1
- Gap between HOMO and LUMO: 7.17 eV
- E_tot: -3702.01714 Eh